Formula: C55H132F10N13O26S10
Source: OMol25
Level of theory: ωB97M-V/def2-TZVPD

## Properties
total charge	+3
gap between HOMO and LUMO	6.37	eV
highest occupied orbital energy	-13.54	eV
LUMO energy	-7.2	eV
maximum force	17.0	eV/A
electronic energy	-267195.4639	eV

Last column: Löwdin charge in e.
Atoms and positions in Å:
C: -1.2152 -2.4923 -3.5817  -0.11
C: 0.3176 -2.4855 -3.6366  -0.18
N: 0.9605 -3.7192 -4.2439  -0.17
C: 2.5281 -3.5199 -4.1202  0.04
C: 0.4434 -5.0864 -3.6590  -0.09
C: 0.4793 -5.0708 -2.1481  -0.08
C: 0.6727 -3.7088 -5.7686  -0.07
C: 1.3080 -2.7202 -6.7340  -0.18
O: 0.9669 -1.4016 -6.3368  -0.22
C: 1.4306 -0.2956 -7.1061  -0.05
H: -1.6936 -2.4907 -4.5611  0.07
H: -1.4223 -1.5699 -3.0392  0.01
H: -1.6744 -3.3237 -3.0468  0.10
H: 0.8765 -2.4078 -2.7040  0.09
H: 0.8169 -1.6856 -4.1833  0.10
H: 3.0357 -4.4388 -4.4135  0.12
H: 2.7409 -3.3326 -3.0677  0.09
H: 2.8491 -2.6581 -4.7052  0.08
H: 1.1989 -5.6815 -4.1720  0.13
H: -0.5291 -5.3704 -4.0612  0.13
H: 0.3935 -6.1012 -1.8031  0.06
H: -0.2774 -4.4460 -1.6739  0.08
H: 1.5095 -4.8296 -1.8861  0.10
H: -0.4090 -3.5905 -5.8314  0.12
H: 0.8612 -4.7184 -6.1336  0.14
H: 0.7890 -2.9554 -7.6632  0.14
H: 2.3754 -2.8894 -6.8758  0.14
H: 1.1956 -0.4077 -8.1645  0.10
H: 2.5139 -0.3124 -6.9870  0.09
H: 0.9970 0.5983 -6.6576  0.09
C: 1.1200 -5.5987 0.7501  -0.12
C: -0.4301 -5.4231 0.4837  -0.11
N: -1.3510 -6.4385 1.2704  -0.21
C: -2.8323 -6.2965 0.9782  -0.01
C: -1.0856 -7.8972 0.7317  -0.13
C: -1.0758 -7.9581 -0.8054  -0.05
C: -1.1682 -6.3527 2.8062  -0.04
C: -1.3461 -4.9491 3.4289  -0.18
O: -0.3312 -4.0237 3.0768  -0.14
C: -0.5449 -2.6878 3.6394  -0.14
H: 1.4574 -5.3494 1.7561  0.13
H: 1.5884 -4.9597 0.0016  -0.05
H: 1.4440 -6.6007 0.4688  0.11
H: -0.8099 -5.4655 -0.5370  0.07
H: -0.7121 -4.4223 0.8109  0.11
H: -3.0701 -5.3473 1.4583  0.07
H: -3.4385 -7.0999 1.3969  0.12
H: -3.2062 -6.2096 -0.0419  0.10
H: -1.7432 -8.6828 1.1037  0.14
H: -0.0754 -8.0734 1.1013  0.12
H: -2.0546 -7.7035 -1.2120  0.08
H: -0.8219 -8.9479 -1.1846  0.10
H: -0.2576 -7.3464 -1.1854  0.04
H: -0.2359 -6.7690 3.1879  0.15
H: -1.9543 -7.0572 3.0777  0.13
H: -1.2967 -5.0723 4.5108  0.15
H: -2.3682 -4.6093 3.2618  0.10
H: -1.3373 -2.3087 2.9940  0.02
H: 0.3510 -2.0675 3.6168  0.03
H: -0.8726 -2.6927 4.6789  0.11
C: -0.4762 7.2079 1.0822  -0.04
C: 0.6993 6.2563 0.7962  -0.16
N: 2.0961 6.7758 1.2804  -0.16
C: 2.3977 8.1789 0.5385  0.05
C: 2.0444 7.0281 2.8270  -0.08
C: 1.7668 5.7590 3.6777  -0.05
C: 3.2845 5.8113 0.9925  -0.08
C: 3.4959 5.4534 -0.5066  -0.18
O: 2.3742 4.7640 -1.0422  -0.21
C: 2.5246 4.6356 -2.4560  -0.08
H: -0.7135 7.2462 2.1454  0.09
H: -1.3203 6.9776 0.4321  0.08
H: -0.1448 8.1792 0.7151  0.08
H: 0.8695 6.2231 -0.2799  0.09
H: 0.5761 5.2623 1.2262  0.07
H: 3.4319 8.4390 0.7642  0.10
H: 1.7285 9.0000 0.7956  0.09
H: 2.0994 8.0864 -0.5058  0.10
H: 1.3583 7.8259 3.1112  0.13
H: 2.9990 7.4798 3.0970  0.12
H: 0.7689 5.3323 3.5766  0.05
H: 2.0652 5.8480 4.7223  0.11
H: 2.4407 4.9514 3.3917  0.08
H: 3.0216 4.8781 1.4907  -0.02
H: 4.1330 6.3074 1.4637  0.15
H: 4.3635 4.8039 -0.6227  -0.04
H: 3.8516 6.3346 -1.0406  0.13
H: 2.6107 5.5774 -2.9980  0.14
H: 1.6792 4.1465 -2.9399  0.09
H: 3.3574 3.9364 -2.5311  0.02
C: 0.4123 3.2540 3.4217  -0.06
C: 1.0043 3.4704 4.7672  -0.30
O: 0.9604 4.4728 5.4292  0.11
N: 1.7259 2.2675 5.4146  0.09
H: 1.9060 2.3986 6.3997  0.17
H: 1.0898 1.4830 5.4224  -0.18
C: 3.1057 1.9189 4.7720  0.03
H: 0.9187 3.8178 2.6382  0.05
H: -0.5966 3.6568 3.3322  0.02
H: 0.5939 2.2094 3.1689  0.08
H: 3.3657 0.9584 5.2168  0.11
H: 3.7818 2.7124 5.0903  0.12
H: 2.8450 1.8215 3.7181  0.07
C: -3.4632 -1.9718 -3.7635  0.00
C: -3.2420 -0.4746 -3.9361  -0.20
O: -2.2520 0.0686 -3.4751  -0.07
N: -4.4907 0.3190 -4.4115  0.14
H: -4.7402 -0.1118 -5.2903  0.17
H: -5.2808 0.1428 -3.8074  0.18
C: -4.2880 1.8351 -4.6365  0.05
H: -2.9827 -2.4785 -4.6005  0.09
H: -4.4982 -2.2986 -3.8640  0.11
H: -3.0221 -2.3477 -2.8403  0.09
H: -5.1313 2.2416 -5.1948  0.12
H: -3.3378 1.8811 -5.1686  0.12
H: -4.2356 2.2507 -3.6302  0.07
C: 5.0032 3.5222 -3.0390  0.02
C: 4.6877 2.9163 -1.7124  -0.22
O: 4.4517 3.6561 -0.7431  0.12
N: 4.8315 1.4302 -1.5221  0.11
H: 4.1943 1.0214 -2.1906  -0.27
H: 5.7289 0.9705 -1.5816  0.19
C: 4.5160 0.8867 -0.1556  -0.05
H: 4.8240 4.5952 -3.1065  0.12
H: 4.3929 3.1981 -3.8819  0.06
H: 6.0848 3.4609 -3.1600  0.13
H: 3.4876 0.5563 -0.0097  0.05
H: 4.7311 1.5178 0.7067  0.01
H: 5.1061 -0.0242 -0.0548  0.10
C: -7.7758 -3.9537 -0.0236  -0.08
C: -6.2623 -3.6899 -0.0976  -0.29
C: -5.8758 -2.6159 0.8370  -0.21
C: -4.3816 -2.4828 1.2064  -0.07
N: -4.0104 -1.1819 1.9974  -0.10
C: -4.7014 -1.1125 3.3671  -0.08
C: -3.6383 -0.9326 4.4264  -0.10
C: -2.4927 -1.7049 3.8495  -0.27
C: -2.4991 -1.2956 2.3584  -0.10
C: -4.2905 0.2278 1.3085  -0.05
C: -3.6570 0.4491 -0.0817  -0.18
C: -4.2547 1.7379 -0.6385  -0.11
H: -8.2427 -3.0142 0.2723  0.08
H: -7.8610 -4.4621 0.9368  0.08
H: -8.3003 -4.4879 -0.8158  0.09
H: -5.9782 -3.5913 -1.1454  0.10
H: -5.8110 -4.6002 0.2970  0.10
H: -6.4089 -2.8452 1.7597  0.12
H: -6.3513 -1.6720 0.5704  0.12
H: -3.7782 -2.4481 0.2993  0.11
H: -4.0178 -3.2873 1.8455  0.11
H: -5.4696 -0.3393 3.3823  0.14
H: -5.2804 -2.0107 3.5820  0.13
H: -3.4588 0.0951 4.7422  0.13
H: -3.9213 -1.5803 5.2562  0.14
H: -1.5395 -1.4480 4.3117  -0.03
H: -2.5303 -2.7754 4.0511  0.12
H: -1.9577 -0.3558 2.2499  0.09
H: -2.0120 -1.9186 1.6083  0.13
H: -3.8831 1.0140 1.9441  0.06
H: -5.3651 0.4014 1.2513  0.13
H: -3.9414 -0.3429 -0.7745  0.10
H: -2.5679 0.4558 -0.1275  0.02
H: -3.8250 2.6650 -0.2589  0.03
H: -5.3424 1.6683 -0.6361  0.11
H: -4.0647 1.7941 -1.7104  0.03
C: 1.6061 -3.6533 0.3570  -0.14
C: 2.5921 -2.5576 0.8883  -0.13
C: 1.8470 -1.2017 1.0827  -0.15
C: 1.5198 -0.5797 -0.3163  -0.02
N: 0.4930 0.5996 -0.4500  -0.05
C: -0.9717 0.0810 -0.3097  -0.06
C: -1.3526 -0.6953 -1.5983  -0.10
C: -0.4894 0.0031 -2.6597  -0.17
C: 0.4442 1.0229 -1.9334  -0.05
C: 0.7251 1.7071 0.5242  -0.16
C: 1.9246 2.5611 0.2092  -0.09
C: 2.3222 3.5822 1.3044  -0.08
H: 0.7478 -3.7202 1.0255  0.08
H: 2.0852 -4.6321 0.3791  0.03
H: 1.2565 -3.4863 -0.6617  0.08
H: 3.4864 -2.5036 0.2675  0.11
H: 3.0246 -2.9044 1.8267  0.09
H: 2.5633 -0.4860 1.4863  0.06
H: 0.9452 -1.2103 1.6948  0.07
H: 1.1370 -1.3728 -0.9586  0.10
H: 2.4570 -0.1530 -0.6737  0.08
H: -1.6268 0.9413 -0.1719  0.06
H: -1.0294 -0.5445 0.5811  0.11
H: -2.4283 -0.5839 -1.7351  0.10
H: -1.1169 -1.7595 -1.6036  0.11
H: -0.9752 0.4774 -3.5124  0.09
H: 0.1400 -0.7417 -3.1469  0.06
H: -0.0925 1.9694 -1.8695  0.08
H: 1.4628 1.1339 -2.3053  0.05
H: 0.8497 1.1445 1.4494  0.10
H: -0.2093 2.2675 0.5523  -0.12
H: 1.6330 3.1661 -0.6493  0.09
H: 2.7096 1.9925 -0.2892  0.08
H: 1.6330 4.4252 1.2559  0.06
H: 3.3724 3.8607 1.3913  0.11
H: 2.1084 3.1967 2.3013  0.06
N: 3.3890 0.7344 -2.6563  -0.15
S: 3.3815 -0.5721 -3.4434  0.63
O: 3.7848 -0.6156 -4.8480  -0.21
O: 2.3618 -1.5858 -3.0717  -0.40
F: 4.6603 -1.2681 -2.7915  -0.11
S: 2.5532 1.5243 -3.8887  0.70
O: 1.2837 0.9049 -4.2444  -0.23
O: 3.2635 2.3105 -4.8654  -0.19
F: 2.0869 2.7978 -3.0642  -0.25
N: -2.3062 3.3747 3.3405  -0.18
S: -2.0786 4.9571 2.6785  0.73
O: -3.1916 5.5415 1.8594  -0.22
O: -0.7349 5.3673 2.3803  -0.40
F: -2.2220 5.6786 4.1388  -0.16
S: -2.1901 2.8222 2.0031  0.54
O: -0.8820 2.5216 1.4569  -0.29
O: -3.2498 3.1434 1.0369  -0.25
F: -2.6339 1.3533 2.4737  -0.20
N: -1.1356 3.6538 -2.6600  -0.17
S: -0.9738 4.2414 -1.0562  0.76
O: -0.2318 3.3405 -0.1623  -0.34
O: -2.0357 5.0901 -0.4863  -0.22
F: 0.1342 5.3416 -1.3540  -0.19
S: -2.3535 2.8107 -2.2992  0.56
O: -3.6241 3.4626 -2.1996  -0.24
O: -2.1674 1.6308 -1.4483  -0.40
F: -2.3962 2.1041 -3.7402  -0.27
N: 0.6373 0.6522 4.9348  -0.18
S: 0.8776 -0.3438 3.6336  0.77
O: -0.2384 -0.6168 2.7043  -0.33
O: 1.8977 -1.3493 3.7858  -0.20
F: 1.7664 0.7500 2.8012  -0.30
S: 0.1221 -0.4492 5.7944  0.56
O: 1.0266 -1.3449 6.4821  -0.18
O: -1.1821 -1.0052 5.5194  -0.25
F: -0.2562 0.4998 7.0052  -0.12
N: 5.9936 -0.7836 3.2882  -0.17
S: 4.4846 -1.0490 2.5366  0.71
O: 4.4371 -1.2524 1.0913  -0.36
O: 3.3120 -0.3001 3.0200  -0.39
F: 4.3322 -2.5255 3.1664  -0.16
S: 5.7669 0.7286 3.0961  0.57
O: 5.4352 1.4153 4.3501  -0.28
O: 5.5305 1.3297 1.7675  -0.30
F: 7.3678 0.8850 3.2167  -0.20

=====

Formula: C5H3F8N
Source: OMol25
Level of theory: ωB97M-V/def2-TZVPD

## Properties
total charge	0
energy above the lowest of the compared OMol25 structures with the same formula, charge and spin	4.2701	eV
gap between HOMO and LUMO (alpha / beta)	9.01 / 8.97	eV
highest occupied orbital energy (alpha / beta)	-11.04 / -10.95	eV
LUMO energy (alpha / beta)	-2.0 / -2.0	eV
maximum force	3.7	eV/A
electronic energy	-28458.6156	eV

Last column: natural (NBO) charge in e.
Atoms and positions in Å:
C: -1.2715 0.5866 0.2276  -0.09
C: -2.3246 -0.1896 0.3042  0.66
C: 1.7973 -0.0679 -1.1415  -0.50
C: -1.0324 2.0546 0.5740  0.92
C: 0.9720 -1.7263 0.3772  1.02
N: 1.2900 -0.4016 0.1364  -0.26
F: -2.2951 -1.5457 0.1250  -0.30
F: -3.5593 0.2673 0.5214  -0.29
F: -0.4968 2.1776 1.7916  -0.31
F: -2.1075 2.7463 0.4958  -0.29
F: -0.2185 2.5576 -0.3094  -0.31
F: 0.1916 -1.9837 1.4301  -0.30
F: 0.5428 -2.4404 -0.6748  -0.31
F: 2.2431 -2.2904 0.7595  -0.36
H: 3.0128 -0.1882 -1.1168  0.25
H: 1.5811 -0.5104 -2.1299  0.22
H: 1.6749 0.9542 -1.3704  0.23

=====

Formula: CH8NS2
Source: OMol25
Level of theory: ωB97M-V/def2-TZVPD

## Properties
total charge	+1
energy above the lowest of the compared OMol25 structures with the same formula, charge and spin	0.5899	eV
gap between HOMO and LUMO	7.87	eV
highest occupied orbital energy	-12.14	eV
LUMO energy	-4.3	eV
maximum force	1.8	eV/A
electronic energy	-24320.2504	eV

Last column: natural (NBO) charge in e.
Atoms and positions in Å:
N: 1.0524 2.3346 -2.2544  -0.86
H: 1.7603 1.6193 -2.3932  0.47
H: 1.3964 3.1275 -1.7028  0.46
H: 0.5660 2.6364 -3.1011  0.47
H: 0.3789 1.9559 -1.5713  0.46
C: 0.1099 -1.0323 2.3632  -0.76
S: 0.5763 -0.6331 0.6884  0.08
S: -1.1816 -0.2924 -0.5064  -0.20
H: 1.0832 -0.8767 2.8572  0.25
H: -0.1473 -2.0861 2.4428  0.24
H: -0.5692 -0.3074 2.8180  0.24
H: -1.7107 -1.4699 -0.3127  0.16